Record 1
{"formula": "C18H21N5O3", "method": "ωB97M-V/def2-TZVPD", "smiles": "COc1ccc(N2CCCCn3c2nc2c3c(=O)n(C)c(=O)n2C)cc1", "e_tot_ha": -1198.0771, "homo_lumo_gap_ev": 8.140, "elements": ["C", "H", "O", "C", "C", "C", "C", "C", "C", "H", "H", "N", "C", "N", "C", "C", "N", "C", "C", "C", "H", "H", "C", "H", "H", "H", "H", "H", "H", "C", "O", "N", "C", "O", "N", "C", "H", "H", "H", "C", "H", "H", "H", "H", "H", "H", "H"], "coordinates": [[5.77817, 0.68849, -3.56020], [6.81877, 0.84642, -3.83935], [5.81025, 0.14450, -2.26364], [4.62655, -0.15132, -1.65531], [3.36730, 0.03560, -2.21164], [2.22859, -0.30997, -1.50484], [2.31317, -0.83518, -0.22156], [3.58022, -1.01460, 0.33675], [4.71536, -0.68345, -0.36927], [5.69349, -0.82248, 0.06315], [3.68987, -1.40541, 1.33574], [1.17579, -1.20202, 0.52475], [-0.03618, -0.59874, 0.38141], [-0.40197, 0.14081, -0.66155], [-1.66052, 0.54238, -0.39047], [-2.08698, 0.04590, 0.82675], [-1.02012, -0.69224, 1.32082], [-0.99819, -1.23340, 2.66339], [0.37012, -1.04957, 3.31004], [1.36161, -2.11987, 2.85210], [1.17082, -3.05520, 3.38182], [2.37333, -1.79738, 3.10087], [1.23618, -2.39644, 1.35065], [2.08152, -2.99790, 1.00976], [0.32762, -2.97741, 1.16281], [0.74768, -0.05859, 3.04917], [0.26599, -1.09059, 4.39470], [-1.28433, -2.29134, 2.65493], [-1.76816, -0.69405, 3.21988], [-3.37119, 0.33941, 1.36476], [-3.83046, -0.01530, 2.43829], [-4.11981, 1.14071, 0.49213], [-3.72930, 1.64097, -0.73997], [-4.45955, 2.32911, -1.42236], [-2.45893, 1.31944, -1.16744], [-2.00164, 1.83239, -2.44041], [-2.69587, 1.53577, -3.22697], [-1.01309, 1.42159, -2.62344], [-1.96028, 2.92193, -2.41004], [-5.45354, 1.48909, 0.95291], [-5.38687, 2.18017, 1.79399], [-5.98831, 1.95381, 0.12893], [-5.96189, 0.58494, 1.28548], [1.25976, -0.16191, -1.94783], [3.25268, 0.44211, -3.20395], [5.31328, 0.00062, -4.27405], [5.24894, 1.64671, -3.58163]]}

***

Record 2
{"formula": "C18H21N7O7P2SSm", "method": "ωB97M-V/def2-TZVPD", "e_tot_ha": -3347.6122, "charge": 1, "homo_lumo_gap_ev": [8.216, 8.239], "s_squared": 8.76, "spin_multiplicity": 6, "elements": ["Sm", "O", "P", "O", "O", "O", "P", "O", "O", "O", "H", "H", "C", "C", "C", "C", "N", "C", "C", "C", "C", "C", "C", "N", "H", "H", "H", "H", "H", "H", "H", "H", "C", "C", "N", "N", "C", "S", "N", "N", "H", "H", "H", "H", "H", "H", "C", "C", "C", "N", "C", "C", "H", "H", "H", "H", "H"], "coordinates": [[-0.03945, 0.23806, 0.26831], [1.53156, 2.11246, 0.59749], [1.90773, 1.44366, 2.07814], [3.20330, 1.79760, 2.60725], [1.50337, -0.02182, 1.78880], [0.64301, 2.03498, 2.92366], [-0.95071, 2.00460, 2.63988], [-1.30137, 0.40423, 2.75425], [-1.71417, 2.82014, 3.56202], [-1.02946, 2.08288, 1.09443], [0.66954, 2.58538, 0.66418], [-1.30576, 0.22663, 3.70770], [-0.87579, -3.36826, 3.33863], [-1.81774, -4.16476, 2.70943], [-2.05286, -3.98854, 1.35644], [-1.34492, -3.00780, 0.67100], [-0.50102, -2.18074, 1.29866], [-0.25633, -2.37846, 2.59734], [-1.42041, -2.88121, -0.81874], [-1.92916, -3.90515, -1.60667], [-1.87838, -3.78190, -2.98522], [-1.30595, -2.65122, -3.53552], [-0.82509, -1.67390, -2.68048], [-0.89196, -1.77057, -1.35137], [-0.62866, -3.49562, 4.38291], [-2.35389, -4.92686, 3.25955], [-2.76622, -4.61320, 0.84051], [0.46624, -1.70164, 3.03546], [-2.32302, -4.80146, -1.15276], [-2.26159, -4.57101, -3.61862], [-1.22032, -2.51207, -4.60377], [-0.38293, -0.77082, -3.07386], [-5.88027, 0.60788, 0.31681], [-4.90280, 1.14725, -0.65678], [-5.17228, 1.95449, -1.63094], [-3.95683, 2.17658, -2.22190], [-2.93961, 1.54220, -1.64393], [-1.31273, 1.62479, -2.11372], [-3.55362, 0.85492, -0.63864], [-2.88073, 0.06243, 0.29213], [-6.85577, 1.03200, 0.09532], [-5.60579, 0.87838, 1.33762], [-5.95058, -0.47918, 0.25237], [-3.87807, 2.80334, -3.00610], [-2.94506, 0.52200, 1.19769], [-3.33343, -0.84419, 0.36334], [4.12886, -0.14660, -2.96476], [3.18683, 0.82977, -3.24630], [2.02566, 0.86374, -2.49762], [1.77017, -0.01770, -1.52363], [2.69012, -0.94669, -1.25187], [3.88034, -1.05345, -1.94883], [5.05333, -0.19312, -3.52542], [3.34421, 1.56666, -4.02075], [1.28137, 1.62935, -2.67261], [2.46627, -1.62908, -0.43865], [4.58965, -1.82319, -1.68159]]}

***

Record 3
{"formula": "C18H22AsBaCl2Se4", "method": "ωB97M-V/def2-TZVPD", "e_tot_ha": -13486.5281, "charge": -1, "homo_lumo_gap_ev": 6.289, "elements": ["Ba", "Se", "Se", "Se", "Se", "Cl", "C", "Cl", "H", "H", "C", "C", "C", "C", "C", "C", "C", "C", "C", "C", "C", "C", "C", "C", "H", "H", "H", "H", "H", "H", "H", "H", "H", "H", "H", "C", "As", "C", "C", "H", "H", "H", "H", "H", "H", "H", "H", "H"], "coordinates": [[-1.01099, -2.94569, -0.89117], [-3.66663, -3.38220, -0.12282], [-2.31541, -5.24038, 0.07969], [-1.61667, -5.37537, -2.10455], [0.63842, -5.04664, -1.74882], [3.78008, 0.02703, -3.90906], [3.85143, -0.67085, -2.27920], [2.52299, -1.75659, -1.92295], [3.81322, 0.11830, -1.54558], [4.75452, -1.25759, -2.20542], [-0.84708, 1.74849, 5.65983], [-1.47930, 0.51244, 5.58782], [-1.53384, -0.17157, 4.38149], [-0.95214, 0.33511, 3.21086], [-0.34626, 1.59485, 3.30000], [-0.29225, 2.28514, 4.50435], [-1.04069, -0.50467, 1.97686], [-0.21540, -0.64043, 0.91968], [0.99854, 0.16110, 0.81728], [1.05749, 1.29475, -0.02121], [2.17832, 2.11178, -0.06889], [3.31392, 1.80028, 0.67301], [3.30443, 0.63948, 1.44575], [2.17452, -0.16417, 1.51528], [-0.79538, 2.28674, 6.59888], [-1.93183, 0.08311, 6.47611], [-2.03529, -1.13465, 4.33145], [0.07976, 2.04860, 2.41517], [0.18716, 3.25748, 4.54011], [-1.91610, -1.16540, 2.01846], [0.17733, 1.54574, -0.59499], [2.16595, 3.00475, -0.68939], [4.18588, 2.44428, 0.64873], [4.19161, 0.36963, 2.01352], [2.17249, -1.05004, 2.14022], [-2.59242, 1.63434, -3.23130], [-1.64354, 0.06265, -2.57493], [-0.15370, 0.24508, -3.83960], [-2.67630, -1.22761, -3.66424], [-2.62524, 1.58212, -4.31429], [-2.06722, 2.53256, -2.91603], [-3.60028, 1.65135, -2.82342], [-0.52180, 0.50146, -4.83028], [0.40251, -0.69070, -3.88665], [0.52261, 1.01878, -3.48516], [-2.92726, -0.82422, -4.64152], [-3.58743, -1.50792, -3.13321], [-2.08275, -2.14070, -3.80985]]}

***

Record 4
{"formula": "C18H22BClN6O5PtS4", "method": "ωB97M-V/def2-TZVPD", "e_tot_ha": -3600.7335, "homo_lumo_gap_ev": [8.116, 5.222], "s_squared": 6.03, "spin_multiplicity": 5, "elements": ["Pt", "C", "C", "C", "C", "C", "N", "N", "B", "N", "N", "C", "C", "C", "C", "C", "N", "N", "C", "C", "C", "C", "C", "H", "H", "H", "H", "H", "H", "H", "H", "H", "H", "H", "H", "H", "H", "H", "H", "H", "H", "H", "H", "H", "H", "O", "C", "S", "C", "C", "S", "S", "S", "O", "Cl", "O", "O", "O"], "coordinates": [[0.23832, -0.82420, -0.90233], [3.71215, -0.87121, -0.21137], [2.87420, 0.01806, 0.64093], [3.19483, 0.66082, 1.83836], [2.04298, 1.32314, 2.22685], [1.78983, 2.16089, 3.43306], [1.10257, 1.09183, 1.29763], [1.61402, 0.30671, 0.31683], [-0.33782, 1.62989, 1.14232], [-0.48656, 2.20544, -0.28069], [-0.31510, 1.44313, -1.40095], [-0.54385, 2.23192, -2.44449], [-0.45985, 1.79132, -3.86566], [-0.86927, 3.52200, -2.00131], [-0.82321, 3.46346, -0.62739], [-1.08203, 4.54456, 0.36812], [-1.36479, 0.48463, 1.30951], [-1.48179, -0.44248, 0.32488], [-2.44820, -1.29058, 0.67453], [-2.78672, -2.46909, -0.17155], [-2.99573, -0.88017, 1.89105], [-2.27569, 0.24209, 2.26462], [-2.39621, 1.08108, 3.49029], [4.64897, -0.38098, -0.47647], [3.18495, -1.13288, -1.12900], [3.94468, -1.79567, 0.31830], [4.13554, 0.63759, 2.36140], [2.71821, 2.29822, 3.98381], [1.06897, 1.67765, 4.09424], [1.39510, 3.14026, 3.16535], [-0.54410, 2.47757, 1.95650], [-0.20001, 0.74346, -3.96093], [0.29298, 2.37510, -4.39753], [-1.41512, 1.95040, -4.36785], [-1.10835, 4.37845, -2.60898], [-1.32495, 5.46616, -0.15736], [-0.21011, 4.72689, 0.99692], [-1.91562, 4.29342, 1.02467], [-2.37304, -2.35161, -1.17376], [-3.86646, -2.59089, -0.25016], [-2.37122, -3.37952, 0.26420], [-3.80120, -1.34284, 2.43518], [-3.27447, 0.77895, 4.05718], [-2.48421, 2.13899, 3.24630], [-1.51917, 0.95566, 4.12735], [0.90001, -5.94216, -6.26828], [0.81721, -5.25403, -5.29588], [0.56373, -3.49949, -5.33267], [0.54071, -3.21822, -3.60595], [0.74199, -4.34115, -2.83426], [0.86416, -4.39230, -1.14145], [0.93632, -5.89120, -3.63981], [0.20434, -1.57338, -3.23396], [-0.34438, -3.26491, 2.00333], [0.62911, -2.20271, 2.04651], [1.98732, -2.68047, 2.01749], [0.38798, -1.26144, 3.11330], [0.88803, -2.96618, -0.65094]]}

***

Record 5
{"formula": "C18H22BF6O18Pd", "method": "ωB97M-V/def2-TZVPD", "e_tot_ha": -2804.9774, "charge": 1, "homo_lumo_gap_ev": [10.146, 7.754], "s_squared": 2.00, "spin_multiplicity": 3, "elements": ["Pd", "B", "H", "H", "H", "H", "C", "C", "O", "C", "O", "O", "F", "H", "H", "H", "C", "C", "O", "C", "O", "O", "F", "H", "H", "H", "C", "C", "O", "C", "O", "O", "F", "H", "H", "H", "C", "C", "O", "C", "O", "O", "F", "H", "H", "H", "C", "C", "O", "C", "O", "O", "F", "H", "H", "H", "C", "C", "O", "C", "O", "O", "F", "H", "H", "H"], "coordinates": [[1.06007, -0.40875, 0.36344], [2.57453, -1.89711, -0.16810], [1.91540, -2.16709, 0.64238], [1.91600, -1.72102, -1.00450], [3.05813, -0.96680, 0.08666], [3.27051, -2.68671, -0.40557], [-3.23208, -0.58193, -3.66506], [-3.59778, -1.85833, -2.79927], [-2.45879, -2.06478, -2.08113], [-1.54519, -1.06748, -2.24160], [-0.58525, -0.91381, -1.55097], [-1.98525, -0.18398, -3.09160], [-3.81193, -3.04420, -3.57251], [-3.95720, 0.22481, -3.55797], [-3.07992, -0.71978, -4.73554], [-4.49612, -1.79191, -2.18554], [4.94822, 3.89731, 1.63558], [3.72097, 4.57369, 2.34067], [2.70947, 3.62083, 2.04513], [3.10904, 2.48855, 1.47753], [2.39279, 1.57604, 1.19665], [4.42676, 2.61602, 1.30400], [3.40793, 5.74154, 1.74922], [5.83459, 3.86359, 2.26907], [5.23201, 4.49117, 0.76673], [3.91207, 4.68878, 3.40759], [-2.58400, 3.85228, -0.73262], [-3.60732, 2.86613, -0.15327], [-2.78881, 1.84209, 0.21752], [-1.46043, 2.13196, 0.14291], [-0.54337, 1.41173, 0.49073], [-1.35811, 3.37614, -0.27374], [-4.50055, 2.32459, -1.00294], [-2.84452, 4.83655, -0.34345], [-2.65772, 3.96298, -1.81447], [-4.15529, 3.24155, 0.71096], [-1.75719, -4.76399, -0.18323], [-2.38013, -4.75480, 1.21426], [-1.94485, -3.54926, 1.82536], [-1.20603, -2.87209, 0.95388], [-0.82017, -1.74323, 1.10882], [-0.93792, -3.62319, -0.12267], [-1.82146, -5.69096, 1.96613], [-2.53758, -4.59671, -0.92560], [-1.23037, -5.70682, -0.33028], [-3.46530, -4.77932, 1.31384], [0.75157, 1.83968, -4.65542], [-0.04903, 2.83713, -3.88273], [0.14024, 2.35677, -2.58576], [1.16093, 1.54095, -2.44496], [1.55317, 0.97922, -1.41029], [1.57724, 1.28563, -3.66102], [-1.26349, 2.91194, -4.34813], [1.34400, 2.37923, -5.39434], [0.16764, 1.03762, -5.10690], [0.38257, 3.83747, -3.84906], [1.76849, -3.32143, 4.33640], [1.11161, -2.51350, 5.47126], [1.32780, -1.28583, 4.81441], [1.27641, -1.46535, 3.47757], [1.34494, -0.57590, 2.62099], [1.28552, -2.72389, 3.20226], [1.73231, -2.46786, 6.58714], [1.32644, -4.31211, 4.44245], [2.85503, -3.23676, 4.31765], [0.06844, -2.57748, 5.78078]]}